[1]
# C3H4O3S

2 unconnected molecules or ions with the total composition C3H4O3S (ωB97M-V/def2-TZVPD, the Open Molecules 2025 dataset).

Structure (XYZ):
```
11
Properties=species:S:1:pos:R:3
C 1.1213 0.2762 -2.4881
C 0.2909 -0.6755 -1.5863
C 0.9147 -0.5075 1.2709
O 1.5718 1.3421 -1.8989
O 1.2043 0.0881 -3.6755
O 0.9351 0.6579 1.0283
S 1.0441 -2.1429 -1.4089
H 1.8732 -0.9818 1.0919
H 0.1638 -1.1032 1.8553
H 1.6139 1.3371 -0.8131
H -0.0337 -2.8669 -0.8061
```

## Properties
Orbital gap   8.505 eV
2S+1   1
Relative energy (zero: lowest compared OMol25 entry of this formula, charge and spin)   112.9 kcal per mole
E_tot   -740.4797 hartree



[2]
# C15H27ClILaN2OP2S

A molecular structure, C15H27ClILaN2OP2S (ωB97M-V/def2-TZVPD, the Open Molecules 2025 dataset).

Structure (XYZ):
```
51
Properties=species:S:1:pos:R:3
C 2.1474 -4.1863 -3.6917
C 1.7975 -4.2138 -2.2697
H 2.5229 -5.1782 -4.0541
H 2.8872 -3.3703 -3.8228
H 1.2477 -3.8407 -4.2371
O 1.6875 -4.7419 -1.2369
I 0.5862 0.3987 -4.0945
La 0.1532 0.6339 -1.2647
P -2.3547 -0.8993 -1.2449
C -3.3798 -1.5413 0.1252
C -3.1826 0.7237 -1.4962
H -4.2214 0.4460 -1.7238
H -4.1917 -1.6254 -2.6565
H -2.7751 1.2922 -2.3455
H -2.6077 -1.7618 -3.5189
H -3.1607 -1.0179 1.0649
H -3.1751 1.3467 -0.5907
C -3.1270 -1.9153 -2.5612
H -4.4425 -1.3923 -0.1424
H -3.0670 -2.9819 -2.2811
H -3.1786 -2.6154 0.2588
P 2.7644 0.5707 0.0730
C 3.2387 0.3542 1.8257
C 4.4290 0.2654 -0.6300
H 2.4371 2.8059 -0.9610
H 3.6959 2.7186 0.3111
H 1.9707 2.8074 0.7665
C 2.6817 2.4041 0.0326
H 4.3891 0.2648 -1.7299
H 5.1144 1.0616 -0.2791
H 4.0591 1.0624 2.0480
H 3.5853 -0.6782 1.9858
H 4.7998 -0.7144 -0.2811
H 2.3918 0.5535 2.4955
Cl 0.0794 3.1969 -2.2154
N -1.4526 4.1254 0.2003
C -1.2903 3.1822 1.1225
N -0.8553 1.9154 1.0040
C -0.9279 1.2437 2.2555
C -0.5785 -0.0910 2.5334
C -0.7539 -0.5720 3.8482
C -1.2610 0.2645 4.8576
C -1.5953 1.5986 4.5589
C -1.4245 2.0733 3.2738
S -1.8107 3.7019 2.7077
H -1.7743 5.0175 0.5958
H -1.0314 4.0380 -0.7482
H -0.1854 -0.6937 1.7005
H -0.5003 -1.6050 4.1023
H -1.4081 -0.1024 5.8847
H -1.9924 2.2803 5.3041
```

## Properties
Orbital gap   3.942 eV
2S+1   1
Relative energy (zero: lowest compared OMol25 entry of this formula, charge and spin)   4.2 kcal per mole
E_tot   -2642.4476 hartree
Total charge   +2



[3]
# C12H20BNO6

2 unconnected molecules or ions with the total composition C12H20BNO6 (ωB97M-V/def2-TZVPD, the Open Molecules 2025 dataset).

Structure (XYZ):
```
40
Properties=species:S:1:pos:R:3
O -6.7884 0.1571 -0.9339
N -5.6019 0.3216 -1.1184
O -4.7779 -0.5712 -1.1649
C -5.1141 1.7002 -1.2888
C -6.0192 2.7420 -1.2140
C -5.5516 4.0377 -1.3561
C -4.1994 4.2711 -1.5696
C -3.3089 3.2088 -1.6458
C -3.7646 1.9085 -1.5046
H -7.0673 2.5454 -1.0468
H -6.2436 4.8661 -1.2971
H -3.8380 5.2853 -1.6748
H -2.2564 3.3912 -1.8114
H -3.0805 1.0749 -1.5569
C 6.5179 -2.3003 -0.0288
C 6.5472 -0.9699 0.7183
O 5.5190 -0.9185 1.7225
B 4.3303 -0.3726 1.2885
O 4.2095 1.0029 1.2609
C 3.1300 -1.2952 0.8230
O 1.8906 -0.8425 1.3449
C 0.9515 -1.8832 1.5346
C -0.4246 -1.2883 1.6819
O -0.9246 -0.7677 0.4741
C -1.9590 -1.5068 -0.1453
H 6.0584 -3.0422 0.6221
H 5.9126 -2.2448 -0.9324
H 7.5197 -2.6308 -0.2921
H 6.4081 -0.1507 0.0098
H 7.4871 -0.8416 1.2463
H 4.0106 1.3298 0.3835
H 3.3268 -2.3399 1.0777
H 3.0896 -1.2526 -0.2801
H 1.1969 -2.4130 2.4637
H 0.9812 -2.5829 0.6936
H -0.3656 -0.4753 2.4097
H -1.0820 -2.0481 2.1148
H -2.0834 -2.5023 0.2836
H -2.9122 -0.9804 -0.0876
H -1.7236 -1.6218 -1.2046
```

## Properties
Orbital gap   8.793 eV
2S+1   1
Structure (SMILES)   O=[N+]([O-])c1ccccc1.CCOB(O)COCCOC
Relative energy (zero: lowest compared OMol25 entry of this formula, charge and spin)   7.1 kcal per mole
E_tot   -1000.2235 hartree



[4]
# CH6NS

2 unconnected molecules or ions with the total composition CH6NS (ωB97M-V/def2-TZVPD, the Open Molecules 2025 dataset).

Structure (XYZ):
```
9
Properties=species:S:1:pos:R:3
N 1.4014 -1.1416 -1.2308
H 1.2833 -0.1776 -1.2350
H 1.3071 -1.6650 -0.1704
H 0.4997 -1.4241 -1.5499
C -0.8877 1.0736 0.9117
S -1.3362 -0.6502 0.5894
H -0.7214 1.0614 1.9280
H 0.0770 1.1977 0.3568
H -1.6232 1.7258 0.4003
```

## Properties
Orbital gap   6.514 eV
2S+1   1
Relative energy (zero: lowest compared OMol25 entry of this formula, charge and spin)   26.0 kcal per mole
E_tot   -494.6231 hartree
Total charge   -1



[5]
# C38H49As2GeN4O3S2SiTi

A molecular structure, C38H49As2GeN4O3S2SiTi (ωB97M-V/def2-TZVPD, the Open Molecules 2025 dataset).

Structure (XYZ):
```
101
Properties=species:S:1:pos:R:3
Ti -0.2288 0.1110 -0.2443
C -3.4304 -0.8339 -2.5043
As -2.2948 -1.4665 -1.0608
C -2.0657 -3.3162 -1.6272
C -3.5011 -1.7181 0.4379
C -4.8560 -1.9469 0.2375
C -5.7055 -2.1150 1.3218
C -5.1961 -2.0603 2.6121
C -3.8394 -1.8468 2.8166
C -2.9823 -1.6706 1.7359
As -1.0641 -1.3999 1.9706
C -0.9259 -1.1372 3.8894
C -0.4042 -3.2263 1.8300
H -3.9895 -1.6697 -2.9205
H -2.8106 -0.3909 -3.2824
H -4.1214 -0.0852 -2.1241
H -3.0536 -3.7327 -1.8200
H -1.5965 -3.8953 -0.8345
H -1.4696 -3.3716 -2.5360
H -5.2635 -1.9879 -0.7658
H -6.7606 -2.2900 1.1603
H -5.8548 -2.1906 3.4602
H -3.4624 -1.8200 3.8310
H -1.2289 -2.0476 4.4051
H -1.5444 -0.3097 4.2301
H 0.1161 -0.9439 4.1353
H -1.1840 -3.9274 2.1217
H 0.4582 -3.3511 2.4798
H -0.0969 -3.3955 0.8006
O 3.3668 1.9352 -2.0276
C 2.7831 2.4990 -3.1209
C 3.6190 3.0230 -4.0988
C 3.0845 3.6227 -5.2205
C 1.7017 3.7102 -5.3856
C 0.8725 3.1914 -4.4176
C 1.3930 2.5752 -3.2694
C 0.4738 2.0221 -2.2674
O 0.9902 1.3449 -1.2364
N -0.8001 2.1890 -2.3788
N -1.4981 1.5950 -1.3101
C -2.6337 2.1767 -1.1159
S -3.1321 3.5578 -2.0440
C -4.7891 3.6456 -1.3063
C -4.7056 3.1539 0.1238
S -3.7560 1.6072 0.0976
H 2.6330 1.6064 -1.4763
H 4.6883 2.9492 -3.9511
H 3.7463 4.0280 -5.9742
H 1.2852 4.1780 -6.2663
H -0.2017 3.2435 -4.5273
H -5.4773 3.0402 -1.8946
H -5.1099 4.6855 -1.3501
H -5.6887 2.9289 0.5342
H -4.1954 3.8680 0.7694
Ge 2.9233 -0.5741 0.8754
C 2.7488 1.1211 1.7127
C 2.0690 1.3681 2.9098
C 2.2027 2.5879 3.5455
C 3.0203 3.5732 2.9970
C 3.6895 3.3458 1.8044
C 3.5533 2.1243 1.1583
C 2.9143 -2.1813 1.8888
C 2.8531 -2.1294 3.2832
C 2.9046 -3.3018 4.0251
C 3.0253 -4.5241 3.3804
C 3.1103 -4.5815 1.9921
C 3.0621 -3.4149 1.2507
H 3.7160 -0.4974 -0.4063
H 1.4337 0.6097 3.3463
H 1.6829 2.7737 4.4759
H 3.1358 4.5196 3.5096
H 4.3308 4.1077 1.3816
H 4.0963 1.9600 0.2348
H 2.8022 -1.1785 3.7976
H 2.8694 -3.2597 5.1057
H 3.0724 -5.4352 3.9620
H 3.2282 -5.5345 1.4940
H 3.1415 -3.4670 0.1725
N 0.1376 3.0457 0.8876
C -0.2986 4.0511 1.6583
C -1.2168 3.5195 2.5375
C -1.2638 2.1596 2.2171
N -0.4391 1.8786 1.2125
H 0.8315 3.0554 0.1532
H 0.0821 5.0507 1.5316
H -1.7645 4.0369 3.3052
H -1.8765 1.3891 2.6545
C 3.3403 -1.6234 -2.4842
Si 1.5708 -1.9358 -2.0271
C 0.4966 -1.2554 -3.3868
C 1.3784 -3.7820 -1.8277
O 1.0592 -1.2084 -0.5240
H 3.4685 -2.1227 -3.4523
H 4.0556 -2.0934 -1.8074
H 3.6266 -0.5824 -2.6353
H 0.6392 -1.9063 -4.2559
H 0.8105 -0.2542 -3.6917
H -0.5741 -1.2172 -3.1857
H 2.3527 -4.2513 -1.6773
H 0.9634 -4.2146 -2.7413
H 0.7415 -4.0918 -0.9997
```

## Properties
Orbital gap (spin up / spin down)   6.917 / 6.809 eV
2S+1   2
Relative energy (zero: lowest compared OMol25 entry of this formula, charge and spin)   19.9 kcal per mole
E_tot   -10405.6455 hartree
Total charge   +2



[6]
# C13H17N2

A molecular structure, C13H17N2 (ωB97M-V/def2-TZVPD, the Open Molecules 2025 dataset).

Structure (XYZ):
```
32
Properties=species:S:1:pos:R:3
C 1.9071 -1.7969 -2.6087
C 2.0172 -0.4950 -3.2017
C 1.3745 -1.9261 -1.3684
C 1.4060 0.5776 -2.6114
C 0.9143 -0.8322 -0.6893
C 0.9084 0.4295 -1.3273
C -0.9444 2.0836 -1.0097
C -1.9042 1.9350 -0.0024
C -0.0836 0.7213 0.9247
C 0.2123 -0.7528 0.6721
C -1.1067 -1.5878 0.5003
C 1.0069 -1.2726 1.8307
C -1.5203 1.8501 2.5384
N 0.2368 1.4704 -0.7290
N -1.4234 1.1699 1.2094
H 2.1621 -2.5550 -3.2721
H 2.4854 -0.4416 -4.1376
H 1.1001 -2.9627 -1.0553
H 1.5783 1.5646 -3.0374
H -1.0863 2.5724 -1.9667
H -2.8966 2.2586 0.0603
H 0.6740 1.3114 1.4542
H -1.3787 -1.3054 -0.4480
H -1.6727 -1.2969 1.4586
H -0.7927 -2.6672 0.5327
H 1.2566 -2.1973 1.4131
H 0.5258 -1.3445 2.8383
H 1.9132 -0.7726 1.9803
H -0.7480 2.5078 2.9432
H -2.4306 2.3254 2.6482
H -1.5610 1.0180 3.2326
H -2.1301 0.4109 1.2280
```

## Properties
Orbital gap   8.808 eV
2S+1   1
Relative energy (zero: lowest compared OMol25 entry of this formula, charge and spin)   119.3 kcal per mole
E_tot   -614.7089 hartree
Total charge   +1